No. 1
Here is an isolated ion of composition C10H17INO2 and charge +1 in a non-equilibrium geometry from OMol25. Energies are from ωB97M-V/def2-TZVPD.

Values from the calculation:
E_tot: -24322.1744 eV
SMILES: CCO/C(O)=C/[C@@H]1CC[C@H](C(=[NH2+])I)C1
total charge: +1
highest occupied orbital energy: -0.4441 Ha
frontier orbital gap: 8.072 eV

Structure (XYZ):
```
31
Properties=species:S:1:pos:R:3:forces:R:3
C -1.5320 2.7562 -1.2990 0.1 -1.8 1.1
C -2.4853 2.2656 -0.2252 -2.5 -0.3 0.7
O -2.6165 0.8425 -0.2918 1.8 -3.3 1.4
C -1.6372 -0.0453 0.3099 -0.3 4.7 -1.8
O -1.9104 -1.3047 0.0850 0.0 -1.6 0.5
C -0.4515 0.3778 0.7910 0.6 -0.8 0.9
C 0.4865 -0.6159 1.5675 0.3 1.2 1.1
C 1.9799 -0.1059 1.8003 -1.3 -1.4 -1.2
C 2.6360 -0.2824 0.3366 -4.3 0.8 2.2
C 1.7849 -1.5046 -0.2222 -0.1 2.2 -1.4
C 0.8470 -1.1159 -1.4433 3.9 0.4 0.7
N -0.1739 -1.7601 -1.8051 -2.3 -0.8 -1.1
I 1.7117 0.2026 -2.8386 -0.4 -0.3 0.2
C 0.9333 -1.9213 0.9186 -2.3 -1.5 0.7
H -1.6010 2.0340 -2.1686 0.3 1.6 0.7
H -1.6229 3.7927 -1.3678 -1.0 1.7 -1.4
H -0.5551 2.8126 -0.8159 0.5 -1.0 -0.4
H -3.6341 2.4886 -0.2335 2.2 0.5 -0.7
H -2.1960 2.5716 0.7800 0.3 0.0 0.1
H -2.7752 -1.4773 -0.2651 -1.1 0.4 -0.1
H -0.2783 1.4676 0.9341 -0.2 -1.1 -0.2
H -0.0289 -0.7769 2.5671 0.8 -0.1 -1.1
H 2.2631 -0.7684 2.6146 0.9 0.1 -0.2
H 2.0029 0.8874 2.1233 0.3 1.6 0.5
H 2.3875 0.7269 -0.0262 0.0 -0.7 -0.8
H 3.6522 -0.3955 0.2582 2.4 -0.6 0.1
H 2.5610 -2.1776 -0.5883 -0.6 -0.6 -0.4
H -0.5226 -1.5767 -2.7834 0.0 -0.4 1.6
H -0.7811 -2.2662 -1.0983 1.0 0.5 -1.1
H 1.4699 -2.5166 1.6485 0.5 0.2 0.1
H 0.0862 -2.6148 0.7377 0.4 0.4 -0.6
```
Forces are in eV/Å.

Want to see where the charge sits? The natural (NBO) charges in e are: -0.655, -0.071, -0.545, 0.628, -0.702, -0.419, -0.235, -0.377, -0.406, -0.324, 0.328, -0.727, 0.310, -0.443, 0.228, 0.242, 0.211, 0.217, 0.186, 0.524, 0.242, 0.242, 0.216, 0.214, 0.227, 0.230, 0.282, 0.443, 0.466, 0.250, 0.219


No. 2
Here is C26H56N3O8PS as an isolated structure in a non-equilibrium geometry from OMol25. Energies are from ωB97M-V/def2-TZVPD.

Values from the calculation:
E_tot: -68837.9832 eV
highest occupied orbital energy: -0.3057 Ha
frontier orbital gap: 6.770 eV

Structure (XYZ):
```
95
Properties=species:S:1:pos:R:3:forces:R:3
N 3.3485 2.6141 0.7699 -1.2 0.1 -1.0
P 2.5834 3.2378 -0.4899 0.1 -1.2 2.1
C 0.7272 2.7616 -0.5069 -3.9 -2.2 0.5
C 0.2239 1.4556 0.1950 -1.1 3.3 -1.9
C -1.3437 1.1949 0.1444 -2.3 -0.2 -0.1
N -2.0915 0.1014 0.7351 -0.2 3.6 -2.3
S -3.7625 0.3463 0.3807 2.7 1.3 -0.6
N -3.8168 1.7857 -0.5605 5.6 -1.4 1.9
C -2.4120 2.1350 -0.5867 0.8 1.4 -0.7
C -1.8593 3.4277 -1.2921 3.5 -1.3 1.3
C -0.3356 3.6817 -1.2159 -2.2 -1.1 0.2
C 0.2294 5.0435 -1.9030 0.2 -0.5 0.6
C 0.1266 6.1690 -0.7483 -3.4 2.2 1.2
O -1.0154 6.6513 -0.4883 4.2 -1.8 -1.0
O 1.2261 6.6211 0.0223 -1.5 -1.1 -1.3
H 2.6877 2.0853 1.3605 0.6 0.4 -0.3
H 2.7360 4.6831 -0.4375 -0.5 -0.9 -0.7
H 3.1244 2.8107 -1.7701 -0.6 0.6 0.6
H 0.9309 0.7270 0.7438 -1.4 1.3 -1.1
H -2.5262 4.1880 -1.8488 1.2 -1.5 1.1
H 1.2910 4.9180 -2.3215 -1.5 0.1 0.8
H -0.4329 5.3146 -2.8115 0.9 -0.1 1.9
H 0.8806 7.2286 0.7307 0.0 -0.8 -1.1
C -6.2991 5.1762 1.4807 -0.2 0.2 -0.1
C -6.3205 3.8325 2.1923 0.6 0.1 -0.3
C -5.1045 3.6618 3.0899 0.0 -0.1 0.3
O -6.3466 2.7850 1.2263 -0.2 -0.2 0.0
H -5.4153 5.2650 0.8405 0.0 0.0 0.1
H -7.1722 5.2803 0.8307 0.0 0.0 0.1
H -6.2956 6.0023 2.1968 0.0 0.0 -0.1
H -7.2330 3.7473 2.7893 0.0 -0.2 -0.2
H -4.1793 3.6982 2.5048 -0.1 0.1 -0.1
H -5.1271 2.6873 3.5859 -0.1 0.1 0.0
H -5.0650 4.4425 3.8543 0.1 0.0 0.0
H -5.5415 2.8520 0.6919 -0.1 0.0 0.0
C 0.0174 -3.8066 -1.5798 0.1 -0.1 -0.3
C 0.7438 -3.1112 -0.4397 -0.5 0.0 0.2
C 0.1792 -3.5238 0.9105 0.2 -0.1 0.1
O 0.6214 -1.6973 -0.5928 0.2 0.3 -0.1
H -1.0455 -3.5426 -1.5850 0.0 -0.1 0.1
H 0.4257 -3.4917 -2.5444 0.0 0.0 0.1
H 0.1067 -4.8935 -1.5000 0.0 0.1 0.0
H 1.8088 -3.3524 -0.4816 -0.1 0.2 -0.1
H -0.8785 -3.2498 0.9923 0.0 0.0 -0.1
H 0.7028 -3.0074 1.7198 0.0 -0.1 -0.1
H 0.2732 -4.6011 1.0652 0.0 0.1 0.1
H -0.3198 -1.4737 -0.5571 0.1 -0.1 0.1
C -1.3309 0.7156 4.1273 0.1 -0.3 -0.1
C -0.1973 1.6884 4.4122 -0.7 0.3 0.0
C -0.5584 2.6451 5.5376 0.2 0.1 0.2
O 0.0957 2.4340 3.2320 0.3 0.0 -0.2
H -2.2345 1.2494 3.8141 0.0 0.1 0.1
H -1.0626 0.0417 3.3090 0.0 0.0 0.1
H -1.5681 0.1162 5.0104 0.0 0.0 -0.1
H 0.7061 1.1322 4.6781 0.0 0.1 -0.2
H -1.4351 3.2457 5.2733 0.0 -0.1 0.0
H 0.2604 3.3455 5.7237 0.0 -0.1 0.0
H -0.7726 2.1035 6.4628 0.0 0.1 -0.1
H -0.6979 2.9301 2.9877 0.1 -0.1 0.1
C 3.2765 -6.7464 -2.6396 -0.2 -0.2 0.1
C 3.0913 -5.2651 -2.9288 0.7 -0.3 -0.1
C 3.9020 -4.8311 -4.1399 -0.1 0.2 -0.2
O 3.4964 -4.5062 -1.7912 -0.2 0.1 0.1
H 4.3248 -6.9733 -2.4190 0.0 0.1 -0.1
H 2.6974 -7.0413 -1.7599 0.0 0.0 -0.1
H 2.9585 -7.3574 -3.4885 0.1 0.0 0.1
H 2.0327 -5.0541 -3.1006 0.1 0.1 0.2
H 4.9720 -4.9914 -3.9715 -0.1 -0.1 0.0
H 3.7682 -3.7624 -4.3284 -0.1 -0.1 0.0
H 3.6029 -5.3843 -5.0342 0.1 0.0 0.0
H 4.4327 -4.6865 -1.6308 -0.2 0.0 -0.1
C -0.8682 -8.1515 1.9648 0.1 -0.1 -0.3
C -0.1424 -7.4547 3.1050 -0.7 0.0 0.1
C -0.7064 -7.8682 4.4553 0.2 0.0 0.3
O -0.2655 -6.0422 2.9521 0.2 0.1 0.0
H -1.9312 -7.8889 1.9601 0.0 -0.1 0.1
H -0.4603 -7.8364 1.0003 0.0 -0.1 0.1
H -0.7777 -9.2381 2.0446 0.0 0.1 0.0
H 0.9238 -7.6945 3.0629 -0.1 0.2 0.0
H -1.7637 -7.5958 4.5368 0.0 -0.1 -0.1
H -0.1833 -7.3513 5.2644 0.0 -0.1 -0.1
H -0.6110 -8.9462 4.6097 0.0 0.1 0.0
H -1.2058 -5.8191 2.9878 0.2 -0.1 0.0
C 3.1574 2.8011 -4.8801 -0.2 -0.1 0.1
C 2.9778 4.2842 -5.1638 0.7 -0.3 -0.1
C 3.7885 4.7184 -6.3746 -0.1 0.2 -0.2
O 3.3876 5.0394 -4.0235 -0.3 0.1 0.3
H 4.2051 2.5691 -4.6620 0.0 0.1 -0.1
H 2.5784 2.5050 -4.0009 0.0 0.0 -0.1
H 2.8358 2.1947 -5.7307 0.0 0.0 0.1
H 1.9190 4.5003 -5.3335 0.1 0.1 0.2
H 4.8579 4.5530 -6.2081 -0.1 -0.1 0.0
H 3.6590 5.7881 -6.5600 -0.1 -0.1 0.0
H 3.4859 4.1691 -7.2698 0.1 0.0 0.1
H 4.3237 4.8556 -3.8646 -0.2 0.0 -0.1
```
Forces are in eV/Å.

Want to see where the charge sits? The Löwdin charges in e are: -0.333, 0.728, -0.226, 0.027, -0.234, -0.266, 0.930, -0.251, -0.279, 0.045, -0.157, -0.077, -0.380, 0.019, 0.024, -0.057, 0.010, -0.007, 0.114, 0.121, 0.084, 0.136, 0.138, -0.063, -0.498, -0.068, -0.079, 0.080, 0.080, 0.079, 0.138, 0.074, 0.078, 0.080, 0.034, -0.063, -0.484, -0.058, -0.073, 0.081, 0.075, 0.078, 0.121, 0.079, 0.085, 0.061, 0.056, -0.065, -0.492, -0.063, -0.069, 0.072, 0.061, 0.081, 0.141, 0.078, 0.080, 0.080, 0.085, -0.061, -0.500, -0.062, -0.060, 0.081, 0.078, 0.081, 0.117, 0.081, 0.081, 0.080, 0.093, -0.065, -0.498, -0.067, -0.069, 0.082, 0.076, 0.080, 0.140, 0.081, 0.080, 0.080, 0.093, -0.067, -0.502, -0.064, -0.076, 0.086, 0.056, 0.083, 0.137, 0.083, 0.081, 0.082, 0.092


No. 3
Here is an isolated ion of composition C4H13N3 and charge -1 in a non-equilibrium geometry from OMol25. Energies are from ωB97M-V/def2-TZVPD.

Values from the calculation:
E_tot: -8825.2697 eV
2S+1: 2
total charge: -1
highest occupied orbital energy (spin up / spin down): 0.0533 / -0.1647 Ha
frontier orbital gap (spin up / spin down): 2.687 / 8.629 eV
energy above the lowest of the compared OMol25 structures with the same formula, charge and spin: 2.3800 eV

Structure (XYZ):
```
20
Properties=species:S:1:pos:R:3:forces:R:3
C 1.3575 0.2241 -0.4223 -1.0 1.8 1.5
N 0.4722 -0.0411 0.7160 0.7 -0.3 1.5
C -0.1708 -1.4140 0.8401 -0.5 3.7 0.3
C -1.7780 -1.1128 0.8820 3.1 3.8 -2.1
N -2.5106 -1.7354 -0.1281 -2.3 -2.8 -1.5
C 0.8954 1.5413 -1.1094 -0.1 -0.3 -1.8
N 1.2656 2.7747 -0.4437 0.9 0.6 1.2
H 1.4219 -0.5243 -1.1401 -0.7 -1.6 -1.3
H 2.3532 0.1384 -0.0245 1.0 1.1 -0.2
H 0.9611 0.2846 1.6229 -1.0 -1.1 -1.9
H 0.2622 -1.8312 1.7477 -0.5 -0.5 0.3
H 0.2028 -1.9707 0.0007 -0.5 -0.6 -0.5
H -2.0658 -1.2982 1.8529 -1.2 -0.8 2.1
H -1.9956 0.1214 0.7134 1.3 -3.1 0.8
H -2.0145 -2.1705 -0.9284 -0.2 0.6 1.2
H -3.2195 -2.4064 0.2287 0.9 0.6 -0.5
H -0.2279 1.5168 -1.1346 1.0 -0.3 0.1
H 1.1982 1.5915 -2.2211 -0.1 -0.4 1.4
H 2.1810 2.7578 0.0060 -0.3 -0.7 0.1
H 1.4116 3.5539 -1.0582 -0.5 0.2 -0.8
```
Forces are in eV/Å.

Want to see where the charge sits? The natural (NBO) charges in e are: -0.574, -0.683, -0.534, -0.225, -0.880, -0.249, -0.862, 0.187, 0.150, 0.325, 0.156, 0.177, 0.176, 0.148, 0.359, 0.338, 0.176, 0.140, 0.340, 0.335


No. 4
Here is a 2-piece molecular cluster, CBr2ClNP overall in a non-equilibrium geometry from OMol25. Energies are from ωB97M-V/def2-TZVPD.

Values from the calculation:
E_tot: -164412.5500 eV
total charge: +1
highest occupied orbital energy (spin up / spin down): -0.5512 / -0.5512 Ha
frontier orbital gap (spin up / spin down): 6.196 / 6.197 eV
energy above the lowest of the compared OMol25 structures with the same formula, charge and spin: 1.6558 eV

Structure (XYZ):
```
6
Properties=species:S:1:pos:R:3:forces:R:3
C 0.4977 0.3389 -0.1079 0.4 -2.2 1.3
N 0.3175 1.3585 -0.5502 -0.9 3.6 -1.6
P 1.1222 -1.1739 0.3484 0.5 -1.4 1.6
Cl -3.4394 -2.7056 1.6376 0.3 -0.1 0.0
Br -1.9478 -1.4537 0.7919 0.1 0.4 -0.2
Br 1.9464 -0.6623 2.2931 -0.5 -0.2 -1.1
```
Forces are in eV/Å.

Want to see where the charge sits? The natural (NBO) charges in e are: -0.313, 0.006, 1.023, 0.022, 0.169, 0.093